Entry 1:
Density functional theory data (ωB97M-V/def2-TZVPD) for a 13-piece molecular cluster, C19H64O19 overall.

Calculated values
E_tot: -59638.6752 eV
relative energy (zero: lowest compared OMol25 entry of this formula, charge and spin): 0.000 eV
LUMO: 0.6 eV

```
! wB97M-V def2-TZVPD RIJCOSX def2/J DEFGRID3
* xyz 0 1
C 4.4193 1.2648 -2.9246
C 3.5660 1.0205 -1.6896
O 3.0544 -0.3023 -1.5715
O 3.7068 1.2121 -4.1710
H 5.3146 0.6645 -2.9636
H 4.7862 2.2962 -2.9301
H 2.7079 1.7725 -1.6035
H 4.1799 1.1318 -0.7641
H 2.7091 -0.5408 -2.4993
H 3.6938 0.2893 -4.4228
C -0.7589 3.6765 -1.0549
C -1.9374 3.6166 -0.1247
O -1.8329 2.5224 0.7723
O 0.4488 3.9635 -0.4121
H -1.0239 4.4295 -1.8439
H -0.7064 2.6786 -1.5859
H -2.8495 3.4973 -0.7293
H -2.0982 4.5905 0.3950
H -1.1426 2.7021 1.3513
H 0.3730 4.7435 0.1177
C -4.1294 -2.5987 -0.7554
C -4.5165 -3.6851 0.2412
O -4.6504 -3.1710 1.5548
O -2.7736 -2.1683 -0.7438
H -4.6981 -1.6888 -0.5127
H -4.4305 -2.8623 -1.7977
H -3.8124 -4.5322 0.1921
H -5.4947 -4.0650 -0.1087
H -3.8170 -2.8498 1.9095
H -2.5867 -2.1593 0.1924
C 2.7878 -3.4904 -2.5507
C 2.9158 -2.9200 -3.9432
O 2.5044 -1.5245 -3.9928
O 3.9341 -3.2238 -1.7784
H 2.6011 -4.5647 -2.7532
H 1.8757 -3.1402 -2.0259
H 2.3246 -3.4862 -4.7203
H 3.9617 -2.9079 -4.1653
H 1.5735 -1.5118 -4.0635
H 3.8811 -2.4165 -1.2818
C -0.6062 4.8176 3.2936
C -0.2561 4.1329 4.5994
O 0.9347 4.7612 5.1134
O 0.4507 4.7165 2.3137
H -0.8659 5.8875 3.5257
H -1.6097 4.5000 2.8786
H -0.0301 3.0520 4.5658
H -1.1230 4.3473 5.2766
H 1.5074 4.1124 5.5257
H 1.2274 4.7224 2.9284
C 1.0222 0.8556 1.5864
C 0.4269 -0.1352 0.5402
O 1.2419 -1.2566 0.2813
O 0.8777 0.3511 2.9196
H 0.5146 1.7919 1.5134
H 2.0723 1.0239 1.3247
H 0.1389 0.4409 -0.3581
H -0.5303 -0.5410 0.9758
H 1.8975 -1.0331 -0.4502
H 1.2722 -0.5080 3.0044
C 3.1158 2.1966 3.9797
O 1.9043 1.8532 4.8109
H 2.8960 3.1653 3.4691
H 3.9225 2.2860 4.6607
H 3.1908 1.4389 3.1994
H 1.3807 1.3349 4.1666
C -3.1921 0.4759 -3.1387
O -2.1724 1.4336 -2.8195
H -4.1261 0.6557 -2.6151
H -3.3183 0.4390 -4.2030
H -2.9054 -0.4942 -2.7772
H -1.3429 0.9314 -2.7605
C -0.9838 -4.2432 -2.4267
O -1.1924 -2.8918 -2.7178
H -0.7438 -4.4515 -1.3854
H -1.8190 -4.8413 -2.7595
H -0.1096 -4.6638 -2.9789
H -1.7356 -2.4892 -1.9899
C -1.1349 -2.6109 3.0468
O -2.2117 -2.2218 2.1175
H -1.1460 -1.9178 3.8932
H -1.4113 -3.5729 3.4659
H -0.2002 -2.5908 2.4899
H -2.3468 -1.2557 2.2264
C -0.6853 -0.4411 -5.2129
O -0.1448 -0.8039 -3.9374
H -1.5172 -1.1702 -5.4241
H -0.9815 0.6221 -5.2163
H 0.1051 -0.6264 -5.9858
H -0.5980 -1.6180 -3.6142
C 3.8547 -1.4974 2.6859
O 2.5322 -1.9862 2.6555
H 4.0810 -1.2202 3.6865
H 4.5716 -2.2746 2.3377
H 3.9554 -0.6176 1.9994
H 2.2724 -1.9593 1.7114
C -4.3718 0.4479 2.5301
O -3.1523 0.2139 1.7125
H -5.1476 1.1147 2.0508
H -4.8723 -0.4771 2.7366
H -4.0641 0.9764 3.4157
H -2.7785 1.0492 1.3140
*
```

Entry 2:
Density functional theory data (ωB97M-V/def2-TZVPD) for a 13-piece molecular cluster, C19H66N24O13 overall.

Calculated values
<S²>: 0.754
E_tot: -83151.3970 eV
relative energy (zero: lowest compared OMol25 entry of this formula, charge and spin): 0.798 eV
LUMO (spin up / spin down): -2.1 / -7.6 eV

```
! wB97M-V def2-TZVPD RIJCOSX def2/J DEFGRID3
* xyz 1 2
C 1.8675 -3.9263 1.7802
O 1.9008 -4.2338 0.6282
N 1.0298 -4.5047 2.6294
N 2.5698 -2.9717 2.3330
H 0.3763 -5.2031 2.3050
H 1.1429 -4.2763 3.6067
H 2.3844 -2.8818 3.3217
H 3.0595 -2.3468 1.7086
C -1.2873 -5.7937 -0.5230
O -1.4233 -5.6373 -1.6940
N -1.2025 -6.9861 0.1205
N -1.1951 -4.8691 0.3599
H -1.4869 -7.0201 1.0890
H -1.3440 -7.7998 -0.4607
H -1.0885 -5.1801 1.3149
H -1.1869 -3.9031 0.0651
C -2.2042 -1.9040 4.1180
O -1.2008 -1.8170 4.6660
N -3.3044 -1.7305 4.7656
N -2.3880 -2.1591 2.8545
H -3.2612 -1.5037 5.7488
H -4.1518 -1.8221 4.2236
H -1.5380 -2.5631 2.4879
H -3.2876 -2.2897 2.4144
C -0.7599 -1.0644 0.1910
O -1.2508 -2.1638 0.0401
N -1.2833 0.0360 -0.1790
N 0.4411 -0.8702 0.6722
H -2.2400 -0.0361 -0.4945
H -0.7816 0.9098 -0.1088
H 0.8205 0.0641 0.7282
H 1.0288 -1.6723 0.8490
C 1.1391 -3.5748 -2.9912
O 1.5230 -3.5016 -4.2003
N 1.5532 -4.4241 -2.1343
N 0.2077 -2.8528 -2.5290
H 1.2642 -4.3833 -1.1674
H 2.2702 -5.0227 -2.5185
H -0.1363 -2.8767 -1.5796
H -0.0686 -2.0337 -3.0513
C -2.7339 -0.5524 -4.8399
O -2.0906 0.4303 -4.5569
N -3.2050 -1.3976 -3.9753
N -3.0341 -0.9204 -6.0272
H -3.7805 -2.1823 -4.2458
H -2.8896 -1.3849 -3.0159
H -2.7546 -0.4340 -6.8671
H -3.5289 -1.7913 -5.8973
C -3.7474 3.6418 -2.7513
O -4.2292 4.1830 -1.7625
N -3.3235 2.3932 -2.8042
N -3.6083 4.2244 -3.8467
H -2.8119 2.0766 -3.6155
H -3.6841 1.7630 -2.1021
H -3.2858 3.7371 -4.6705
H -4.0477 5.1252 -3.9715
C 0.6085 3.0982 -0.2848
O 0.1993 2.1860 0.4107
N -0.1244 4.1611 -0.5514
N 1.8111 3.1861 -0.7620
H -0.9084 4.3556 0.0548
H 0.1659 4.8855 -1.1926
H 2.4182 2.4235 -0.4973
H 2.0255 3.9675 -1.3650
C 1.3566 1.1860 -3.5137
O 2.5283 1.3089 -3.2206
N 0.8334 1.8000 -4.5936
N 0.4055 0.4734 -2.9282
H 1.3165 2.4032 -5.2437
H -0.1621 1.6873 -4.7223
H -0.5469 0.6109 -3.2350
H 0.7115 0.0323 -2.0727
C -4.4768 -1.7010 -1.0318
O -3.8966 -0.6779 -1.1013
N -5.5455 -2.0237 -1.6520
N -3.9843 -2.8114 -0.5505
H -6.1389 -1.3254 -2.0767
H -5.7421 -3.0138 -1.6873
H -3.0661 -2.7315 -0.1374
H -4.5123 -3.6634 -0.6742
C 3.5172 -0.8362 -0.6341
O 3.8456 -1.6157 0.1859
N 2.9225 -1.1956 -1.7708
N 3.6898 0.4373 -0.6717
H 2.9923 -0.5131 -2.5120
H 2.6378 -2.1441 -1.9695
H 3.5176 1.0647 -1.4442
H 4.4115 0.7889 -0.0587
C 4.0440 1.6960 2.6165
C 4.9058 2.4955 1.5145
C 5.6762 3.6969 2.0549
O 6.5821 4.3596 1.2022
C 6.0924 4.9501 -0.0014
N 5.8955 1.5414 0.9298
H 3.8251 2.2749 3.5138
H 4.6767 0.9025 3.0141
H 3.1590 1.2277 2.1857
H 4.3765 2.7711 0.6024
H 6.1991 3.2756 2.9135
H 4.9791 4.3966 2.5161
H 6.9313 5.6020 -0.2450
H 5.1993 5.5445 0.1914
H 5.8112 4.2406 -0.7796
H 6.4701 2.0319 0.2594
H 6.6133 1.2715 1.5872
C 0.4480 2.9906 4.2390
C -0.9965 3.0597 3.7612
C -1.6489 1.6471 3.5017
O -2.9074 2.0108 2.8859
C -3.8533 0.9383 2.5606
N -1.6975 3.9201 4.6397
H 0.8256 3.9665 4.5441
H 1.0957 2.6384 3.4361
H 0.5246 2.2448 5.0302
H -0.9592 3.6063 2.8189
H -1.8425 1.1665 4.4607
H -1.0059 1.0505 2.8547
H -4.7541 1.1336 1.9788
H -4.0961 0.4092 3.4820
H -3.3819 0.1239 2.0106
H -2.5176 4.0759 4.0712
H -1.2328 4.8139 4.7126
*
```

Entry 3:
Density functional theory data (ωB97M-V/def2-TZVPD) for a 14-piece molecular cluster, C19H66N8O14 overall.

Calculated values
E_tot: -61351.4649 eV
relative energy (zero: lowest compared OMol25 entry of this formula, charge and spin): 3.938 eV
LUMO: 0.0 eV

```
! wB97M-V def2-TZVPD RIJCOSX def2/J DEFGRID3
* xyz 0 1
C -3.3325 -5.9160 -12.9573
C -3.9463 -7.2573 -12.9645
O -5.2408 -7.1302 -12.3868
H -3.0601 -5.4931 -11.9471
H -3.9351 -5.2311 -13.4963
H -2.3920 -5.9864 -13.5506
H -3.3696 -7.9642 -12.3638
H -3.9130 -7.6397 -13.9755
H -4.9992 -6.9558 -11.4650
C -9.9648 -5.3153 -6.4338
C -9.5025 -6.6558 -5.9955
O -9.7176 -7.5737 -7.1019
H -10.9907 -5.3263 -6.7653
H -9.3551 -5.0074 -7.2593
H -9.9413 -4.4878 -5.7057
H -10.2093 -6.9325 -5.2274
H -8.4925 -6.6416 -5.6193
H -9.0600 -8.2515 -7.0922
C -10.6713 -11.0692 -10.5402
C -9.9036 -10.9632 -9.2696
O -9.3079 -9.6506 -9.3703
H -11.1120 -10.1229 -10.9009
H -11.3568 -11.9217 -10.4368
H -10.0493 -11.2019 -11.3828
H -9.2050 -11.7932 -9.1778
H -10.6184 -11.0110 -8.4271
H -8.4484 -9.5771 -8.8020
C -12.8041 -6.5096 -9.6961
C -11.5091 -7.1952 -10.2485
O -11.9101 -7.3344 -11.5816
H -13.2740 -5.8085 -10.3345
H -12.6535 -6.0152 -8.7291
H -13.5549 -7.2488 -9.4589
H -11.4078 -8.1104 -9.6672
H -10.5778 -6.5349 -10.1615
H -12.7653 -7.6893 -11.5357
C -10.3117 -2.2581 -9.2893
C -10.7994 -3.7428 -9.5510
O -11.5894 -3.7998 -10.7342
H -9.6101 -2.3748 -8.5154
H -11.1014 -1.5538 -9.1264
H -9.9178 -1.8352 -10.1238
H -11.3086 -4.1728 -8.6467
H -9.9876 -4.4354 -9.6923
H -12.4781 -3.4543 -10.5033
C -9.1259 -4.8703 -12.5981
O -8.5217 -3.7222 -12.1077
N -8.6224 -6.0417 -12.8026
N -10.4140 -5.0590 -12.8657
H -8.0713 -6.2355 -11.9794
H -7.7665 -5.9996 -13.4613
H -10.9290 -4.4478 -12.1852
H -10.5835 -4.4619 -13.7633
C -6.7697 -1.6081 -9.6100
O -6.0728 -0.9662 -8.6645
N -7.0809 -1.1062 -10.7884
N -7.2842 -2.8158 -9.3709
H -6.6199 -0.1553 -10.7855
H -7.5745 -1.4843 -11.5456
H -7.1615 -3.2779 -8.4524
H -8.0721 -3.1103 -9.8785
C -7.6164 -10.1183 -6.9728
O -8.3002 -11.3166 -6.9316
N -7.7199 -9.2421 -6.0476
N -6.8841 -9.7719 -8.0147
H -8.0624 -9.5169 -5.1311
H -7.1081 -8.3452 -6.0114
H -6.6830 -10.4757 -8.7256
H -6.1654 -9.0726 -7.8883
C -4.9206 -8.2078 -6.1087
O -4.7873 -9.0755 -5.0385
N -5.5734 -7.0934 -5.9765
N -4.5372 -8.5169 -7.3317
H -5.7437 -6.7047 -5.0371
H -5.7566 -6.5093 -6.7563
H -3.9014 -9.3423 -7.3641
H -4.3468 -7.8378 -8.1066
C -2.8485 -7.0459 -9.3191
O -4.2351 -6.6747 -9.0915
H -2.5255 -7.8840 -8.6668
H -2.1011 -6.2120 -9.2746
H -2.6424 -7.3949 -10.2648
H -4.2377 -5.7570 -9.2474
C -3.8840 -3.4837 -9.7127
O -5.0392 -4.2616 -10.0021
H -3.5540 -3.1225 -10.6882
H -3.2172 -4.1888 -9.2538
H -4.0883 -2.6633 -9.0473
H -5.8413 -3.7235 -9.8481
C -7.5135 -6.2908 -9.1880
O -7.0648 -5.9204 -10.4265
H -7.6460 -5.4016 -8.6300
H -6.8310 -7.0377 -8.7564
H -8.5916 -6.6565 -9.2360
H -6.2876 -5.3860 -10.2262
C -5.8228 -3.2623 -6.3246
O -7.0659 -4.0642 -6.3993
H -6.0836 -2.2208 -6.5333
H -5.1188 -3.5844 -7.0982
H -5.3387 -3.4355 -5.3339
H -7.4014 -4.1975 -5.5386
C -5.4992 -2.8451 -12.7088
O -4.5220 -2.5336 -13.6983
H -6.4649 -2.4447 -13.0063
H -5.1580 -2.4393 -11.7807
H -5.5282 -3.9279 -12.5273
H -4.0492 -1.6967 -13.5254
*
```

Entry 4:
Density functional theory data (ωB97M-V/def2-TZVPD) for a 13-piece molecular cluster, C19H67O22P3 overall.

Calculated values
E_tot: -93701.6056 eV
relative energy (zero: lowest compared OMol25 entry of this formula, charge and spin): 1.218 eV
LUMO: 0.3 eV

```
! wB97M-V def2-TZVPD RIJCOSX def2/J DEFGRID3
* xyz 0 1
C 9.0691 -2.3432 -0.0300
O 9.6276 -1.7825 1.1684
H 8.0155 -2.5635 0.1417
H 9.0363 -1.5710 -0.7985
H 9.5678 -3.2582 -0.3496
H 10.5836 -1.8706 1.1713
C 12.6047 -3.3351 2.2962
O 12.1977 -2.7954 1.1244
H 11.7733 -3.3672 3.0004
H 13.2128 -4.2083 2.0599
H 13.2544 -2.5753 2.7306
H 11.8134 -3.4932 0.5886
C 12.7081 -8.6088 -7.5842
O 13.6543 -8.3511 -8.5868
H 13.2229 -8.8349 -6.6505
H 11.9800 -7.7998 -7.5250
H 12.2049 -9.5568 -7.7745
H 13.1833 -8.3779 -9.4229
C 9.5130 -6.3827 -7.1529
O 9.7947 -7.2762 -6.0288
H 10.3294 -5.8829 -7.6743
H 8.9225 -6.9848 -7.8435
H 8.9099 -5.5315 -6.8370
H 9.5342 -8.1781 -6.2298
C 13.0874 -8.1305 0.7634
O 12.5002 -8.5268 1.9743
H 12.3477 -7.9197 -0.0089
H 13.6176 -7.1944 0.9385
H 13.7773 -8.8712 0.3589
H 11.6570 -8.9637 1.8337
C 16.1433 -2.9427 1.6748
O 17.0592 -3.6053 2.5937
H 15.6703 -2.0781 2.1404
H 16.6927 -2.6046 0.7962
H 15.3527 -3.6573 1.4458
H 17.3556 -2.9446 3.2239
C 17.9025 -7.8739 -0.4162
O 16.5664 -7.6612 -0.4563
H 18.4910 -7.0979 -0.9057
H 18.3844 -7.8988 0.5611
H 17.9281 -8.8000 -0.9905
H 16.2480 -7.0193 0.1826
C 17.0681 -3.7342 -3.8423
O 16.7194 -4.7537 -4.7905
H 17.3212 -4.1492 -2.8667
H 17.8317 -3.0601 -4.2304
H 16.1873 -3.1119 -3.6838
H 16.7719 -4.3035 -5.6367
C 16.1941 -7.0614 2.5591
O 16.2660 -6.0074 1.5401
H 16.9915 -6.9837 3.2982
H 15.3129 -7.0216 3.1994
H 16.2289 -8.0932 2.2096
H 16.6335 -5.2271 1.9617
C 9.7010 -6.1440 1.0867
O 8.8983 -6.8026 2.0990
H 10.1589 -5.2745 1.5582
H 10.5404 -6.8160 0.9077
H 9.0927 -5.8179 0.2431
H 7.9769 -6.7001 1.8497
C 13.6937 -4.6763 -6.7125
O 13.7868 -4.0202 -7.9152
P 15.0763 -3.0327 -8.1993
O 16.2914 -3.3676 -7.4475
O 15.1824 -3.0169 -9.8053
C 14.0688 -2.6690 -10.5786
O 14.5442 -1.5378 -7.8206
C 15.4783 -0.4644 -7.8228
H 14.2820 -4.1066 -5.9932
H 13.9568 -5.7338 -6.7360
H 12.6387 -4.6412 -6.4407
H 13.3836 -2.0854 -9.9638
H 13.5808 -3.5464 -11.0028
H 14.4879 -2.1186 -11.4210
H 15.2422 0.1226 -6.9353
H 15.4404 0.1692 -8.7089
H 16.5181 -0.7914 -7.8179
C 12.0751 -1.1662 -4.8400
O 11.8817 -2.0215 -5.9793
P 11.0801 -1.4478 -7.2962
O 9.7086 -0.9273 -7.0955
O 12.0265 -0.3105 -7.9153
C 11.7707 0.2816 -9.1668
O 11.1276 -2.7480 -8.3157
C 10.4286 -2.5761 -9.4840
H 12.8170 -1.5360 -4.1323
H 11.1198 -0.9780 -4.3501
H 12.2898 -0.1732 -5.2348
H 10.7008 0.2907 -9.3747
H 12.3885 -0.1749 -9.9401
H 12.1150 1.3105 -9.0619
H 11.0518 -2.6754 -10.3727
H 10.0527 -1.5648 -9.6388
H 9.6651 -3.3537 -9.5071
C 10.4850 -4.4845 -3.9940
O 11.7402 -4.1573 -3.4083
P 12.3113 -5.0388 -2.1617
O 11.5908 -4.8458 -0.8730
O 12.3979 -6.6062 -2.6157
C 12.9267 -6.9442 -3.8666
O 13.8782 -4.5466 -2.0687
C 14.7478 -5.3092 -1.2680
H 10.5737 -4.6187 -5.0720
H 9.6895 -3.8310 -3.6360
H 10.1799 -5.4756 -3.6582
H 13.9262 -6.5317 -4.0041
H 12.2822 -6.5315 -4.6427
H 12.9838 -8.0214 -4.0233
H 14.7977 -6.3200 -1.6729
H 14.3207 -5.5916 -0.3058
H 15.7739 -4.9419 -1.2470
*
```

Q: Number 1 is which compound?
A: C19H64O19

Q: The highest relative energy (zero: lowest compared OMol25 entry of this formula, charge and spin) belongs to which entry?
A: C19H66N8O14

Q: Which of these has the lowest E_tot?
A: C19H67O22P3

Q: What is the E_tot in the fourth record?
A: -93701.6056 eV